1.
Computed, not measured: a structure of composition C38H37N3O4STa, with ωB97M-V/def2-TZVPD.

The geometry in XYZ format:
```
84
Properties=species:S:1:pos:R:3:forces:R:3
H -3.5705 -4.9130 -3.0356 0.0 0.0 0.0
H 1.0742 0.8422 -6.6264 0.0 0.0 0.0
H -0.6540 0.3634 2.1276 0.1 0.0 0.0
C -0.5447 3.0263 0.9406 -0.1 0.1 0.1
C 2.0913 -2.1947 -1.3200 -0.1 0.0 0.1
C 1.7486 -2.6833 -2.5877 0.0 0.1 0.0
C 1.1791 -1.4258 5.0050 0.0 0.0 0.0
H 2.8026 -0.4467 -0.2897 0.0 0.0 0.0
C -2.7514 3.0349 1.8557 0.0 0.0 0.0
H -3.2212 -3.6208 1.2423 0.0 0.0 0.0
C 1.0907 -0.6432 3.8585 0.0 0.0 0.0
H -2.1973 -3.6241 -4.6948 0.0 0.0 0.0
H -3.7192 2.5648 1.9785 0.0 0.0 0.0
H 2.6719 -4.0436 -0.4215 0.0 0.0 0.0
O -1.3731 0.3086 -2.5549 0.0 0.2 -0.3
C -1.7017 -1.2183 3.0244 0.0 0.1 0.0
C -2.5692 -2.7755 1.4118 -0.2 0.0 0.3
C -2.5452 -2.2085 2.7471 0.0 -0.1 -0.1
H 1.1739 -3.3797 0.2361 0.0 0.0 0.0
H 1.2985 1.3439 3.0722 0.0 0.0 0.0
H 2.7248 -2.6671 0.6826 0.0 0.0 0.0
C -0.9254 -1.1214 0.5828 0.0 0.4 -0.7
C 3.5656 0.2002 -5.5621 0.0 0.0 0.0
H 3.6265 0.8639 -6.4246 0.0 0.0 0.0
H -1.0319 5.7877 2.8108 0.0 0.0 0.0
N 2.4098 1.5700 8.5806 0.0 0.0 0.0
Ta -0.1272 -0.2626 -1.0929 0.0 -0.4 0.4
H 4.3955 0.4312 -4.8936 0.0 0.0 0.0
C -0.2627 4.2425 1.5526 -0.1 -0.1 0.0
H 1.4612 -3.7231 -2.6907 0.0 0.0 0.0
O 0.9198 0.8556 0.4902 0.0 0.1 -0.2
C -2.8524 -3.7752 -1.3819 0.0 0.0 0.1
C 1.5190 -0.8658 6.2266 0.0 0.0 0.0
C 1.7946 -1.8727 -3.7067 0.0 0.0 0.0
C 2.1675 -3.1209 -0.1343 0.0 0.0 -0.1
H -1.6639 -0.7867 4.0186 0.0 0.0 0.0
C -1.8661 -2.2405 0.3954 0.4 0.1 0.1
C -1.7922 2.4175 1.0805 0.0 0.0 0.0
H 1.5401 -2.3010 -4.6681 0.0 0.0 0.0
H 0.9768 -2.4884 4.9439 0.0 0.0 0.0
C -1.2441 4.8443 2.3241 0.1 0.0 0.0
H 2.1368 1.3945 -4.5048 0.0 0.0 0.0
H 1.9062 2.3528 5.2399 0.0 0.0 0.0
H -3.1342 5.6625 3.9833 0.0 0.0 0.0
H 1.5852 -1.4783 7.1153 0.0 0.0 0.0
C -0.6062 2.5729 -2.3811 0.1 -0.1 0.0
C -1.9944 -2.7536 -0.9675 0.2 0.0 -0.1
H 1.4419 -0.9952 1.7769 0.0 0.0 0.0
H -3.2213 -2.5981 3.4959 0.0 0.0 0.0
C 1.6955 1.2942 5.1688 0.0 0.0 0.0
H 3.6908 -0.8256 -5.9161 0.0 0.0 0.0
C 2.2145 0.3616 -4.8594 0.0 0.0 0.0
C 2.1283 1.0922 7.5748 0.0 -0.1 -0.1
H 0.0357 3.1213 -3.0708 0.0 0.0 0.0
C 2.4926 -0.0217 -2.3826 0.0 -0.2 0.3
N -1.2183 -2.1163 -1.8647 0.0 0.3 0.1
H 0.6521 -2.3306 2.6119 0.0 0.0 0.0
C 2.1601 -0.5212 -3.6321 -0.1 0.0 0.0
H -4.2673 5.4387 2.6520 0.0 0.0 0.0
C -0.6842 -0.7210 2.0385 0.0 -0.2 0.0
H -1.3140 3.2732 -1.9298 0.0 0.0 0.0
H 0.0853 0.1758 -5.3349 0.0 0.0 0.0
H 0.7106 4.6959 1.4300 0.0 0.0 0.0
C -2.1434 -3.4147 -3.6367 0.0 0.0 0.0
C 1.3533 0.7224 3.9577 0.0 0.0 0.0
H 1.1415 -0.8785 -6.2961 0.0 0.0 0.0
O -1.9099 1.7262 -4.2116 0.0 0.0 -0.2
O 1.8763 3.0881 0.0401 0.0 0.1 -0.2
C 1.7763 0.4978 6.3085 0.0 0.1 0.2
C 2.4540 -0.8444 -1.2340 0.0 0.1 -0.1
H 2.7912 1.0143 -2.2765 0.0 0.0 0.0
H -2.0068 1.4687 0.6001 0.0 0.0 0.0
C 0.6959 -1.2406 2.5326 0.0 0.0 0.0
H -4.1210 4.1972 3.8893 0.0 0.0 0.0
S 0.7107 2.2730 -0.0008 0.1 -0.4 0.1
C -2.4934 4.2555 2.4870 -0.1 0.0 0.0
C -1.3377 -2.4075 -3.1759 0.0 0.0 0.0
C -1.3709 1.5199 -3.1708 -0.1 -0.3 0.4
H -0.7790 -1.7861 -3.8596 0.0 0.0 0.0
C -3.5591 4.9251 3.3052 0.0 0.0 0.0
C 1.0584 0.1031 -5.8257 0.0 0.0 0.0
H -3.4816 -4.2822 -0.6684 0.0 0.0 0.1
N 0.1412 1.8148 -1.4013 -0.2 0.1 0.1
C -2.9102 -4.1202 -2.7100 0.0 0.0 -0.1
```
Forces are in eV/Å.

## Properties
Kohn-Sham gap, eV: 6.244
HOMO energy, eV: -9.99
Charge: +1

2.
Computed, not measured: a cluster of 17 separate species, C38H38B2BrCl64FN3O12P2 in total in a non-equilibrium geometry, with ωB97M-V/def2-TZVPD.

The geometry in XYZ format:
```
161
Properties=species:S:1:pos:R:3:forces:R:3
C -0.4117 -0.7922 2.7193 -0.8 -0.4 -0.9
F 5.2273 0.1605 3.3231 0.1 1.4 -0.9
Cl 7.0224 -4.6419 4.2044 -0.2 0.1 0.0
H 5.3203 2.0971 1.8569 -0.5 -0.2 0.0
Cl 1.9257 -3.5785 1.6701 -0.2 0.2 -0.2
H 3.4973 -0.7821 0.0640 0.0 0.2 -0.1
H -2.1290 -2.5835 -1.4584 0.0 -0.4 0.2
C 7.1465 -3.1081 0.4159 -0.7 -0.2 0.2
Cl 5.8158 6.4269 1.4265 -0.1 0.0 0.0
O 2.3366 1.4816 -1.6885 -0.2 0.9 1.0
H -1.5774 -0.0052 -2.7797 0.4 0.2 0.3
O -0.6047 4.9802 -1.5027 0.4 0.4 -0.7
Cl -9.4616 5.7276 -5.1791 0.0 -0.1 0.0
Cl -8.7905 -5.3969 -1.6258 0.1 0.0 0.0
H 0.4519 -1.0272 -2.2241 -0.4 -0.2 0.2
Cl -7.7712 4.5875 -0.5185 0.1 0.0 0.0
H 5.0301 -2.7124 0.8513 0.4 0.1 0.1
H 4.5453 -2.5307 -1.4457 0.3 0.0 0.0
C 0.1539 4.1229 -1.7238 -0.7 -0.7 1.1
O 1.4232 6.0113 1.1147 0.8 0.8 -0.3
H 6.9264 -4.1077 0.0104 0.3 0.2 0.1
Cl -9.9199 3.3068 -3.6717 -0.4 0.2 0.2
C -2.9708 -2.5816 -5.6828 -0.1 -0.1 -0.1
C 5.3415 -4.0898 4.2416 0.0 -0.1 -0.1
H -1.9513 2.1157 2.7626 0.4 0.1 -0.4
Cl -5.1777 0.6087 3.7535 0.0 0.0 0.0
Cl -12.0959 5.1484 -4.1415 0.1 -0.1 0.0
Cl 0.9025 -4.2420 -0.9465 0.1 0.0 0.0
O -2.8882 -1.6750 0.7221 0.0 -1.1 0.4
B 0.1396 0.8264 -1.6920 -0.1 -1.7 0.0
Cl -4.8575 -2.6655 13.3877 -0.1 0.0 0.0
O 3.8227 3.8831 2.7727 -1.3 -0.3 -2.0
C -7.2001 -4.7839 -1.1512 -0.1 0.0 0.2
Cl -6.9771 -1.1457 7.5368 0.0 0.0 0.0
C 3.5069 1.2607 -0.9561 0.7 -1.9 0.0
H -1.4713 -2.3612 3.6678 0.2 -0.4 -0.5
Cl -3.2269 -1.3156 -6.8876 -0.4 -0.3 0.1
C 4.3162 0.3001 2.2988 0.3 -1.1 0.9
Cl -2.6076 -8.2215 1.1752 0.0 0.0 -0.1
Cl -6.3448 0.4998 -6.7803 0.0 0.0 0.1
H -0.9774 -0.1290 3.3941 0.6 0.0 0.0
Cl 10.0208 -1.5665 0.3184 0.4 0.4 0.1
H 1.7669 0.0025 0.6547 -0.3 0.3 0.3
C -0.9389 2.5586 2.8032 -0.4 -0.6 0.8
C -0.9799 0.9240 -2.7810 -0.6 0.5 -0.4
C 1.0850 0.6801 1.1983 1.2 -1.5 -0.6
H 6.2723 -2.0905 -1.8249 -0.4 -0.1 0.1
Cl -11.0267 3.5859 -6.3241 0.0 0.0 0.1
Cl -4.4239 -2.7702 -4.6933 0.2 -0.3 -0.1
C -8.4071 -2.1889 7.4439 0.0 -0.1 0.0
C 1.1119 1.9963 -1.0607 0.4 -1.4 -1.0
Cl 3.9894 4.1508 -5.4184 0.0 0.0 -0.4
Cl -9.1204 -2.3552 9.0509 -0.1 0.0 -0.2
C 3.7280 2.0796 0.3615 1.3 -0.5 -2.1
C -2.0739 -8.1542 -0.5105 0.0 -0.1 -0.1
Cl -7.9343 -3.7820 6.8386 0.0 0.1 0.0
Cl 6.6335 3.4165 -6.3210 -0.1 0.0 0.0
H 8.0034 -2.6637 -0.1069 -0.7 -0.2 0.0
Cl 6.8831 8.3055 3.3470 -0.1 0.0 -0.1
O 3.4474 -0.4954 2.3280 -0.7 0.3 -0.5
Cl -4.7854 2.6498 -5.6402 0.0 -0.1 0.0
Br 4.5038 4.1674 -2.3321 0.2 -0.7 0.6
P -0.3161 3.0842 1.1604 -0.5 1.8 0.1
C 2.0271 5.1292 0.6972 -1.4 -1.6 0.5
C -10.6286 4.4446 -4.8311 -0.1 0.1 -0.1
H -2.1855 3.4557 0.0964 0.2 0.1 -0.2
Cl 1.1202 1.8414 -5.8419 0.0 0.0 0.0
Cl 4.3592 -5.0501 3.1269 0.3 -0.4 0.2
Cl 1.8721 -0.2272 -7.7093 0.0 0.0 0.0
C 0.7510 1.1060 -7.4134 -0.1 0.1 -0.1
Cl -7.9408 -0.2142 3.6491 0.2 0.0 -0.1
Cl -0.9031 0.4751 -7.4008 0.5 0.2 0.1
O 1.9421 2.7423 3.4559 -0.6 -0.5 -2.0
Cl -7.4217 2.0661 -4.6054 0.4 -0.2 -0.3
Cl -6.2612 6.9079 0.3102 0.0 -0.1 0.0
Cl -7.4008 -3.2501 -0.2873 0.0 -0.3 -0.2
N 2.5062 4.0888 0.2256 0.1 0.9 -0.5
H 2.4021 2.0750 3.9811 0.0 0.3 0.4
C 10.4581 0.1432 0.4565 0.2 0.0 0.0
Cl -6.1689 -2.3680 10.8284 0.1 0.0 0.1
H -0.4546 0.8770 -3.7617 -0.1 0.0 0.4
H -3.5426 -2.2460 2.6661 0.2 -0.2 -0.5
C -5.9488 1.3617 -5.2876 -0.1 0.0 0.1
Cl -5.0890 4.2711 0.5020 0.0 0.0 0.0
H -1.0610 3.4718 3.4112 0.3 -0.2 -0.4
C 5.8760 -2.2417 0.3240 -0.1 -0.2 -0.7
C 3.7647 -0.2827 -0.8756 -0.3 -0.3 -0.6
C 1.1900 -4.8555 0.6903 0.0 0.0 0.0
H 7.4167 -3.2181 1.4766 0.0 -0.1 -0.3
Cl 11.3944 0.3969 1.9333 -0.1 0.0 -0.1
H 6.0867 -1.2620 0.7876 -0.1 -0.3 -0.1
H 6.8249 3.0136 -1.1553 0.2 -0.3 0.0
Cl 5.8218 -1.6774 -5.0603 -0.1 -0.1 0.0
H -1.5129 2.9445 -3.4250 -0.2 -0.1 0.5
C 5.5482 7.9783 2.2388 0.2 0.2 0.0
H -2.5172 2.4032 -2.0034 0.4 -0.1 -0.1
Cl -7.2304 5.0333 2.2840 0.1 0.0 -0.1
C 5.4209 -1.9394 -1.1427 0.9 0.5 1.0
H 5.4802 0.8871 0.6779 -0.6 0.0 0.0
H 0.5515 -1.0797 3.1656 -0.2 0.2 -0.1
C 5.0491 4.0159 -6.8342 0.0 0.0 -0.1
Cl 5.4434 9.2665 1.0354 0.0 -0.1 0.1
Cl 3.2280 -2.4780 -4.0592 0.0 0.0 -0.1
C -6.5928 5.2044 0.6452 -0.2 0.1 0.0
Cl 8.9776 1.1204 0.5198 0.0 0.0 0.0
H -2.9203 -0.6184 2.4675 -0.2 -0.3 -0.2
C -0.2331 -0.1311 1.3007 -0.8 -0.7 0.9
H -2.7686 1.7680 -3.6136 0.2 0.1 0.3
Cl 0.9169 2.3244 -8.6842 -0.1 -0.1 0.1
H 3.1540 -0.7185 -1.6863 -0.1 0.2 0.4
Cl -9.5877 -1.4665 6.3418 0.0 0.0 0.1
Cl -2.5987 -4.1062 -6.4950 0.0 0.1 0.1
B 2.6819 3.1627 2.3672 1.7 0.2 3.9
O -4.3560 -3.4271 0.6806 0.3 0.3 0.7
P 4.9155 3.5678 -0.2050 0.9 2.0 1.2
H -1.8529 -4.1165 -0.5868 -0.3 0.2 -0.1
Cl 4.2400 -3.5982 -6.5323 0.0 0.1 0.1
H 1.4786 0.6544 2.2225 0.0 0.8 -0.4
Cl -0.3850 -8.6739 -0.6176 -0.1 0.1 0.0
Cl -6.4016 -5.9645 -0.1064 0.0 0.1 -0.1
Cl 11.4206 0.6239 -0.9461 -0.1 0.0 0.1
Cl -7.6550 -1.9501 13.2685 0.1 0.0 -0.1
Cl 4.3366 2.8879 -7.9920 0.1 0.1 0.1
O -1.6051 2.6860 0.1652 1.2 -0.4 0.6
Cl -5.2436 0.2337 -4.1154 -0.1 0.3 0.0
C -6.3726 -2.8993 12.5037 0.0 0.0 0.0
C -6.4704 0.0076 2.6941 -0.2 -0.2 -0.1
H -3.3129 -3.8706 -1.6755 0.1 -0.2 0.5
C 1.1807 2.0633 0.5071 -2.1 -0.8 -0.1
C -1.9855 2.0921 -2.9056 -0.1 0.0 -1.2
H 4.3573 1.5167 -1.6278 -0.5 0.2 0.2
C -2.6251 -3.4287 -0.9462 0.0 1.8 -0.1
Cl -3.0854 -9.2209 -1.4915 0.1 0.1 0.1
O 6.4648 2.9518 -0.2569 -1.4 -0.3 -0.7
C 4.6931 1.3629 1.3078 1.1 0.5 0.9
H 3.5523 4.7740 3.0433 0.5 0.0 0.4
C 4.6847 -3.0236 -4.9206 0.1 -0.1 -0.1
Cl 5.2314 -2.4140 3.6958 0.3 -0.4 0.5
H -0.2498 -1.0008 0.6284 0.3 0.7 -0.1
Cl 5.4420 -4.3487 -4.0229 -0.1 0.1 0.0
Cl 2.2789 -6.2473 0.6130 -0.1 0.1 0.0
H -1.1834 0.3904 1.1101 0.5 0.2 -0.3
N 0.8909 3.1795 -1.8673 -0.2 0.8 0.4
Cl -6.2192 -4.5228 -2.6032 0.0 0.0 0.1
Cl -1.6117 -2.1257 -4.6418 0.1 0.0 0.0
H -0.8992 -2.8501 2.0016 -0.2 0.2 0.3
Cl -6.7625 1.1822 1.4037 0.0 0.0 0.1
Cl -5.9918 -1.5336 1.9664 -0.1 0.5 0.3
O 0.5618 -0.4905 -1.4328 0.4 1.4 -0.2
Cl -6.8123 -4.6125 12.5280 0.0 0.1 0.0
O 5.1198 -0.5386 -1.2152 -0.3 0.3 -0.1
Cl 4.0263 7.8942 3.1506 0.0 0.0 0.0
Cl 4.7079 -4.2282 5.8868 0.0 0.0 -0.2
Cl 5.2320 5.6043 -7.5862 0.0 -0.1 0.1
Cl -2.2180 -6.4923 -1.1070 -0.2 -0.4 -0.1
C -2.7723 -1.6645 2.1546 1.0 0.9 0.7
C -1.3357 -2.0510 2.6157 -0.4 0.9 0.6
C -3.3895 -2.8554 0.2551 0.0 -0.9 -1.6
Cl -0.3464 -5.3449 1.4147 0.2 -0.1 0.1
N 2.4788 2.8008 0.8944 0.1 0.3 0.1
H -0.3259 1.8736 3.3961 0.0 0.2 -0.4
```
Forces are in eV/Å.

## Properties
Kohn-Sham gap, eV: 7.847
HOMO energy, eV: -11.31
Charge: +1

Q: Number 2 is which compound?
A: C38H38B2BrCl64FN3O12P2